# 1
55
Properties=species:S:1:pos:R:3:forces:R:3 method="wB97M-V/def2-TZVPD" homo_lumo_gap_ha=0.32992 mol_weight_g_mol=440.52 homo_ev=-8.43 total_charge=0 e_tot_ha=-1770.9729 spin_multiplicity=1 smiles="Cc1ccc(N(CC(=O)NCc2ccco2)C(=O)CCC(=O)Nc2nccs2)cc1C"
C 6.20760 2.60009 1.10704 -0.04 -0.05 0.00
C 5.14727 1.73424 0.49939 -0.05 -0.01 -0.08
C 4.81761 1.86784 -0.84225 -0.03 0.02 0.06
C 3.84652 1.07656 -1.42732 -0.06 -0.21 0.09
C 3.17446 0.13692 -0.65575 0.36 0.42 0.05
N 2.20387 -0.71087 -1.24461 0.26 -0.30 -0.03
C 2.39877 -2.14404 -1.06300 -0.11 -0.25 0.00
C 1.51407 -2.67952 0.07591 0.23 -0.06 -0.57
O 1.94079 -2.91932 1.18591 0.17 -0.03 0.43
N 0.24144 -2.86866 -0.30830 -0.65 -0.04 -0.15
C -0.80655 -3.19690 0.62762 -0.02 -0.23 0.44
C -2.06431 -2.44954 0.32669 0.29 0.17 -0.81
C -2.53325 -1.87389 -0.81780 0.28 -0.28 0.45
C -3.81824 -1.36173 -0.50436 -0.29 -0.18 0.53
C -4.03430 -1.66558 0.80176 -0.46 0.35 -0.70
O -2.97550 -2.32098 1.31527 0.33 -0.28 0.37
C 1.08226 -0.28672 -1.86020 0.16 0.47 -0.13
O 0.31036 -1.07392 -2.39870 -0.21 -0.05 -0.23
C 0.76824 1.19826 -1.83772 -0.27 -0.14 0.26
C -0.65920 1.37508 -1.31432 0.50 -0.09 -0.24
C -0.76600 0.84597 0.08764 -0.36 0.21 -0.11
O 0.11630 0.26568 0.67469 0.29 -0.11 0.08
N -1.96658 1.05530 0.74034 0.23 -0.25 0.67
C -3.11623 1.62804 0.28632 -1.01 0.29 0.45
N -3.32996 2.11715 -0.88278 0.80 -0.22 -0.27
C -4.58944 2.60626 -0.99999 -0.70 0.10 0.38
C -5.36898 2.49845 0.10152 0.08 -0.02 -0.03
S -4.49607 1.74177 1.38404 0.43 0.14 -0.54
C 3.50277 -0.01303 0.68437 -0.05 0.10 -0.12
C 4.48096 0.77579 1.27019 -0.01 -0.02 -0.16
C 4.81299 0.59268 2.71846 -0.01 0.02 -0.03
H 5.80102 3.18053 1.93460 0.05 0.08 0.08
H 7.02065 1.99071 1.50044 0.10 0.03 0.07
H 6.61541 3.28659 0.36949 0.05 0.05 -0.01
H 5.33663 2.59890 -1.44570 0.06 0.08 -0.05
H 3.61422 1.18035 -2.47682 -0.03 -0.02 -0.11
H 3.44615 -2.32221 -0.81802 -0.18 -0.01 0.00
H 2.13898 -2.65090 -1.99685 0.08 0.03 0.10
H -0.02888 -2.52367 -1.22336 0.22 -0.01 0.09
H -0.45420 -2.95758 1.63707 -0.07 -0.06 -0.13
H -1.00964 -4.27867 0.59441 0.01 0.17 0.13
H -2.03733 -1.80721 -1.76429 0.21 -0.01 -0.20
H -4.48181 -0.84462 -1.16727 -0.19 0.15 -0.07
H -4.86117 -1.48169 1.45860 -0.05 -0.03 0.16
H 1.46495 1.73548 -1.19781 -0.07 0.03 -0.13
H 0.82821 1.58886 -2.85478 0.05 -0.02 0.02
H -0.96278 2.42180 -1.33468 -0.03 -0.09 -0.05
H -1.36240 0.81983 -1.93883 -0.03 0.13 0.04
H -1.99720 0.67506 1.67996 0.14 -0.02 -0.21
H -4.88468 3.03843 -1.93820 -0.16 0.10 -0.13
H -6.38274 2.80959 0.24448 -0.24 0.09 -0.02
H 2.98260 -0.75063 1.27466 -0.08 -0.12 0.09
H 4.63106 1.51262 3.27336 0.02 0.04 0.11
H 5.86450 0.33496 2.84132 0.07 -0.02 0.09
H 4.20757 -0.19958 3.14915 -0.01 -0.04 0.08

---

# 2
62
Properties=species:S:1:pos:R:3:forces:R:3 method="wB97M-V/def2-TZVPD" homo_lumo_gap_ha=0.22571 mol_weight_g_mol=582.47 homo_ev=-7.80 total_charge=0 e_tot_ha=-2829.6676 spin_multiplicity=1
C 1.26113 1.88291 -0.40330 0.13 -0.18 0.27
C 1.92035 0.45462 -0.10816 0.22 0.68 -0.74
P 0.69447 -0.72359 0.68101 -0.40 -0.01 1.76
C -1.04802 -0.49714 -0.01216 0.67 -1.00 -2.09
C -0.93570 -0.58939 -1.61005 0.32 0.13 0.21
C 1.11008 -2.50930 0.35841 -0.21 -1.05 -0.03
C 0.78908 -3.47409 1.42208 1.39 -0.04 -2.46
N 0.21090 -3.10151 2.66903 0.42 -0.15 -1.19
C 1.05431 -4.98703 1.22854 1.00 1.49 -1.32
P 0.56195 -6.15877 2.62488 -0.72 -1.43 -1.43
N -0.04409 -7.51166 2.06023 0.62 0.40 0.72
C 1.64679 -5.45135 -0.00714 -0.68 1.19 1.22
O 1.90676 -6.79865 -0.24251 -0.88 1.62 -0.23
C 1.98630 -4.46470 -1.09954 0.22 1.06 -0.93
N 2.53392 -4.78078 -2.33375 -1.16 1.93 1.89
S 2.66229 -3.34438 -3.17026 -0.69 -0.45 2.05
N 2.05663 -2.23818 -2.06050 -0.04 -2.50 1.07
C 1.72173 -2.96569 -0.95152 -0.42 -1.82 0.84
H 1.81233 2.40097 -1.24127 -0.56 -0.58 0.96
H 0.17983 1.81530 -0.69424 1.05 0.02 0.18
H 1.30639 2.50788 0.53025 -0.05 -0.56 -1.08
H 2.41356 0.05262 -1.03137 -0.56 0.29 0.81
H 2.72440 0.63882 0.66408 -0.82 -0.50 -0.81
H -1.53635 0.44640 0.33908 0.56 -0.87 -0.21
H -1.63139 -1.41386 0.29953 0.54 1.16 0.11
H -1.89110 -0.25197 -2.09516 0.89 -0.24 0.26
H -0.04712 0.01732 -1.99465 -1.55 -0.82 0.64
H -0.72244 -1.65328 -1.92880 -0.38 1.06 0.49
H -0.12352 -2.13660 2.67689 0.53 -0.23 0.07
H 0.82752 -3.31353 3.45355 -0.35 0.17 -0.21
H -0.43985 -5.45456 3.37732 0.95 0.15 -0.37
H 1.69370 -6.38578 3.48853 -0.44 0.77 -0.30
H 0.49691 -8.31470 2.39053 -0.27 0.23 -0.33
H 1.29461 -7.02871 -0.97448 0.65 -0.22 0.43
C -2.49607 2.06568 -5.98665 -0.14 0.28 -0.05
C -1.60828 1.40894 -5.23357 -0.27 -0.80 -0.52
C -0.81150 2.10675 -4.17991 0.24 0.57 0.36
O -0.02735 1.46660 -3.50395 -0.01 0.04 -0.60
C -1.00876 3.54564 -4.00889 0.12 -0.30 0.10
C -1.89395 4.20306 -4.76413 0.30 0.78 0.51
C -2.71055 3.50022 -5.79964 -0.25 -0.53 -0.42
O -3.51880 4.13374 -6.45332 0.18 0.26 0.24
O -2.09080 5.52907 -4.62619 -0.28 -0.76 -0.48
O -1.39201 0.08778 -5.38896 0.26 0.77 0.51
H -3.08048 1.57196 -6.75095 0.01 0.00 0.03
H -0.41328 4.04202 -3.25473 -0.02 0.00 -0.01
H -2.77700 5.76053 -5.28182 0.05 0.05 0.07
H -0.71048 -0.14534 -4.72852 -0.07 -0.07 -0.05
C 0.64395 2.38953 3.73433 -0.10 0.17 -0.28
C 0.71646 2.27326 5.06378 0.61 -0.70 -0.20
C -0.07322 3.16193 5.96947 -0.43 0.50 0.20
O 0.00772 3.00986 7.17439 0.24 -0.25 -0.15
C -0.91534 4.19075 5.35922 0.12 -0.16 0.24
C -0.98527 4.30924 4.03006 -0.61 0.74 0.20
C -0.21648 3.40286 3.12460 0.45 -0.54 -0.16
O -0.32273 3.53276 1.91795 -0.30 0.34 0.23
O -1.75246 5.25109 3.44576 0.58 -0.71 -0.18
O 1.50379 1.34888 5.64886 -0.60 0.68 0.18
H 1.20858 1.75042 3.06791 -0.05 -0.05 0.02
H -1.46818 4.83877 6.02534 0.00 -0.01 -0.02
H -1.63117 5.12709 2.48457 -0.06 0.06 0.06
H 1.37732 1.46927 6.60993 0.05 -0.06 -0.06